(1)
{"formula": "C2H3GaO", "method": "the ωB97M-V functional and the def2-TZVPD basis", "species": ["O", "C", "C", "H", "H", "H", "Ga"], "xyz": [[0.8763, -0.9569, 0.2826], [-0.2881, -0.7051, 0.1920], [-1.2652, 0.0639, -0.2477], [-2.1153, -0.4386, -0.7159], [-1.5652, 0.9322, 0.3450], [1.9102, 1.3048, -0.1042], [2.4473, -0.2004, 0.2483]], "mulliken_charge": [-0.129, 0.684, -0.505, 0.324, 0.374, 0.206, 1.045], "orbital_gap_ev": 5.9, "relative_energy_ev": 0.988, "total_charge": 2}

---

(2)
{"formula": "C2H3HgO", "method": "the ωB97M-V functional and the def2-TZVPD basis", "species": ["O", "C", "C", "H", "H", "H", "Hg"], "xyz": [[-0.2739, -0.6179, 0.2427], [-1.4301, -0.3322, 0.1601], [-2.4049, 0.4336, -0.2871], [-3.2497, -0.0715, -0.7624], [-2.7232, 1.2913, 0.3115], [0.8388, 1.7001, -0.0970], [1.5017, 0.1432, 0.2376]], "mulliken_charge": [-0.505, 0.657, -0.626, 0.297, 0.317, -0.002, 0.863], "orbital_gap_ev": 7.9, "relative_energy_ev": 1.264, "total_charge": 1}

---

(3)
{"formula": "C2H3I2NO2", "method": "the ωB97M-V functional and the def2-TZVPD basis", "species": ["C", "C", "N", "O", "O", "I", "I", "H", "H", "H"], "xyz": [[0.8926, 0.3718, -0.5895], [-0.4103, 0.2129, 0.1308], [-0.8195, -1.1398, 0.2422], [0.0342, -2.0304, 0.0916], [-1.9791, -1.3756, 0.5311], [1.9921, 2.1287, -0.1856], [-1.8806, 1.6897, -0.0786], [0.5896, 0.2369, -1.5855], [1.3396, -0.5369, -0.2480], [0.2414, 0.4427, 1.6914]], "mulliken_charge": [-1.041, -0.475, 0.904, -0.588, -0.523, 0.174, 0.224, 0.488, 0.505, 0.332], "orbital_gap_ev": 8.4, "relative_energy_ev": 5.078}

---

(4)
{"formula": "C2H3I2NO2P", "method": "the ωB97M-V functional and the def2-TZVPD basis", "species": ["C", "C", "N", "O", "O", "P", "I", "I", "H", "H", "H"], "xyz": [[1.2792, -1.0608, -2.3445], [1.6454, -0.2015, 0.3082], [0.4864, 0.0754, 0.1883], [0.4069, -1.7910, -2.2595], [2.1336, -0.3106, -2.5118], [-1.0726, -0.9495, 0.0235], [2.5087, -2.3405, 0.5407], [-3.6168, -1.6836, -0.2241], [2.5038, 0.4408, 0.3799], [-1.3923, 0.0177, -0.9220], [-1.5081, -0.1668, 1.0861]], "mulliken_charge": [0.760, -0.270, -0.455, -0.351, -0.416, -0.009, -0.257, -0.583, 0.471, 0.047, 0.061], "orbital_gap_ev": 6.8, "relative_energy_ev": 0.000, "total_charge": -1}

---

(5)
{"formula": "C2H3I3O2", "method": "the ωB97M-V functional and the def2-TZVPD basis", "species": ["C", "C", "O", "O", "I", "I", "I", "H", "H", "H"], "xyz": [[0.8121, 0.1376, -0.3078], [-0.6553, 0.0590, -0.2468], [1.2701, 1.3790, -0.0146], [-1.4116, -1.7023, 0.6636], [1.6554, -1.3763, 0.9730], [-1.6899, -0.2287, -1.9791], [-1.5108, 1.5549, 1.0280], [1.0582, -0.1440, -1.4323], [2.2113, 1.5461, -0.1018], [-1.7394, -1.2255, 1.4176]], "mulliken_charge": [-0.222, -0.410, -0.475, -0.514, 0.134, 0.269, 0.225, 0.350, 0.344, 0.299], "orbital_gap_ev": 8.0, "relative_energy_ev": 3.365}

---

(6)
{"formula": "C2H3IN2", "method": "the ωB97M-V functional and the def2-TZVPD basis", "species": ["C", "C", "N", "N", "I", "H", "H", "H"], "xyz": [[0.5311, 1.4960, 0.1571], [-0.4447, -1.1528, -0.5166], [0.5564, 2.5505, -0.3885], [0.8435, 0.3545, 0.6062], [-2.3853, -0.5699, 0.0698], [-0.0697, -0.7714, -1.3638], [-0.0362, -1.9669, -0.1164], [1.0051, 0.0600, 1.5521]], "mulliken_charge": [0.458, -0.698, -0.496, -0.536, 0.227, 0.424, 0.382, 0.240], "orbital_gap_ev": [7.3, 7.3], "relative_energy_ev": 2.600}

---

(7)
{"formula": "C2H3IN2O", "method": "the ωB97M-V functional and the def2-TZVPD basis", "species": ["C", "C", "N", "N", "O", "I", "H", "H", "H"], "xyz": [[0.0741, 0.0493, -0.0580], [1.5003, 0.0474, 0.0271], [-0.8101, 0.0415, -1.0648], [-1.7312, -0.4132, -0.2133], [-0.8334, -0.2391, 0.9414], [-3.6912, 0.5357, 0.0191], [1.6520, -0.9966, 0.3505], [1.9450, 0.3067, -0.9538], [1.8945, 0.6683, 0.9518]], "mulliken_charge": [0.703, -0.801, -0.513, -0.079, -0.270, 0.144, 0.247, 0.292, 0.278], "orbital_gap_ev": 7.9, "relative_energy_ev": 4.083}

---

(8)
{"formula": "C2H3IN2O", "method": "the ωB97M-V functional and the def2-TZVPD basis", "species": ["C", "C", "N", "N", "O", "I", "H", "H", "H"], "xyz": [[0.2747, 2.2395, 0.5528], [-0.5420, -0.6961, 0.7402], [2.0919, 1.0105, -0.4170], [1.1362, 1.8417, -0.1486], [-0.6121, 2.7684, 1.1126], [1.1155, -1.2970, -0.0957], [-0.4541, -0.8280, 1.8032], [-1.5514, -0.3621, 0.2292], [2.2723, 1.1009, -1.3896]], "mulliken_charge": [0.528, -0.871, -0.761, 0.248, -0.477, 0.370, 0.340, 0.329, 0.293], "orbital_gap_ev": [7.1, 7.8], "relative_energy_ev": 4.940}

---

(9)
{"formula": "C2H3IN2O2", "method": "the ωB97M-V functional and the def2-TZVPD basis", "species": ["C", "N", "O", "I", "H", "H", "C", "N", "O", "H"], "xyz": [[0.8427, 0.2558, 0.8312], [1.1120, -0.9845, 0.7447], [1.7803, -1.5976, -0.0530], [0.1275, -2.2313, 2.3462], [1.2866, 0.9256, 0.1106], [0.2053, 0.6328, 1.6042], [-0.9692, 0.2392, -1.4004], [-1.6286, 1.1864, -1.3035], [-2.2149, 2.1582, -0.9898], [-0.5419, -0.5845, -1.8901]], "mulliken_charge": [-0.417, 0.205, -0.519, 0.062, 0.453, 0.189, -0.245, 0.481, -0.604, 0.395], "orbital_gap_ev": 8.1, "relative_energy_ev": 6.286}

---

(10)
{"formula": "C2H3IN2S", "method": "the ωB97M-V functional and the def2-TZVPD basis", "species": ["C", "C", "N", "N", "S", "I", "H", "H", "H"], "xyz": [[0.4036, 0.3655, 1.4692], [0.9485, -0.2662, -1.2959], [-0.0245, 1.1392, 2.3359], [-1.0854, -1.1654, -2.8986], [0.5613, 0.9421, -0.3118], [-2.1790, 0.3603, -2.9848], [0.5598, -0.7865, 1.3950], [0.9058, -1.3545, -0.9858], [-0.0901, 0.7655, 3.2769]], "mulliken_charge": [0.112, -0.381, -0.511, -0.303, 0.040, 0.304, 0.227, 0.257, 0.256], "orbital_gap_ev": [8.3, 7.5], "relative_energy_ev": 5.033, "spin_multiplicity": 3, "s_squared": 2.02}

---

(11)
{"formula": "C2H3IN3O3", "method": "the ωB97M-V functional and the def2-TZVPD basis", "species": ["N", "C", "O", "N", "N", "I", "C", "O", "O", "H", "H", "H"], "xyz": [[0.7057, -1.4682, 0.1855], [0.9738, -0.5258, 1.1729], [1.3714, -0.8969, 2.2937], [0.7281, 0.8016, 0.7733], [-0.7924, 0.8451, -0.0795], [-2.0254, 2.1859, 0.8502], [-0.9746, 0.5798, -1.4967], [-0.1264, -0.1001, -2.0301], [-2.0547, 0.9543, -1.8623], [0.2275, -1.2371, -0.7019], [0.5133, -2.3056, 0.7084], [1.4539, 1.1669, 0.1866]], "mulliken_charge": [-0.344, 0.493, -0.624, -0.277, -0.340, 0.025, 0.793, -0.766, -0.666, 0.284, 0.185, 0.236], "orbital_gap_ev": 7.9, "relative_energy_ev": 0.485, "total_charge": -1}

---

(12)
{"formula": "C2H3INOS", "method": "the ωB97M-V functional and the def2-TZVPD basis", "species": ["C", "C", "N", "O", "S", "I", "H", "H", "H"], "xyz": [[-0.5931, -0.0752, 0.1723], [-0.0580, 0.5798, -0.6783], [-0.9222, -0.9571, 1.2485], [1.5375, 2.4851, -0.7361], [0.8672, 1.7719, -1.7780], [2.3229, -0.4090, -2.7437], [-0.3855, -0.4691, 1.9921], [-0.8611, -2.0055, 0.9504], [-1.9076, -0.9211, 1.5727]], "mulliken_charge": [0.434, -0.436, -0.315, -0.329, 0.354, 0.059, 0.416, 0.428, 0.389], "orbital_gap_ev": [7.4, 7.4], "relative_energy_ev": 1.414, "total_charge": 1}

---

What did the tenth record say?
{"formula": "C2H3IN2S", "method": "the ωB97M-V functional and the def2-TZVPD basis", "species": ["C", "C", "N", "N", "S", "I", "H", "H", "H"], "xyz": [[0.4036, 0.3655, 1.4692], [0.9485, -0.2662, -1.2959], [-0.0245, 1.1392, 2.3359], [-1.0854, -1.1654, -2.8986], [0.5613, 0.9421, -0.3118], [-2.1790, 0.3603, -2.9848], [0.5598, -0.7865, 1.3950], [0.9058, -1.3545, -0.9858], [-0.0901, 0.7655, 3.2769]], "mulliken_charge": [0.112, -0.381, -0.511, -0.303, 0.040, 0.304, 0.227, 0.257, 0.256], "orbital_gap_ev": [8.3, 7.5], "relative_energy_ev": 5.033, "spin_multiplicity": 3, "s_squared": 2.02}